No. 1
{"formula": "C4H7NO", "method": "wB97M-V/def2-TZVPD", "smiles": "N#CCCCO", "e_homo_ev": -9.935, "e_above_lowest_kj_mol": 273.5, "orbital_gap_ev": 10.58, "symbols": ["N", "C", "C", "C", "C", "O", "H", "H", "H", "H", "H", "H", "H"], "xyz": [[-2.41047, 1.75112, -0.28311], [-1.81659, 0.78744, -0.02829], [-0.97551, -0.35756, 0.29520], [0.00058, -0.66778, -0.85534], [1.15705, 0.18229, -0.28193], [1.31649, -0.07124, 1.28863], [-0.16921, -0.14875, 1.21703], [-1.52013, -1.21599, 0.65885], [0.24763, -1.73329, -0.93447], [-0.33706, -0.38048, -1.88354], [2.15106, -0.10058, -0.56200], [0.89689, 1.23260, -0.47734], [1.45927, 0.72222, 1.84630]]}



No. 2
{"formula": "C4H7NO", "method": "wB97M-V/def2-TZVPD", "smiles": "C[C@@H](O)CC#N", "e_homo_ev": -9.636, "e_above_lowest_kj_mol": 324.8, "orbital_gap_ev": 10.38, "symbols": ["C", "C", "O", "C", "C", "N", "H", "H", "H", "H", "H", "H", "H"], "xyz": [[-0.51926, -0.33493, -0.99319], [0.39051, -0.64829, 0.23461], [1.74205, -1.01217, -0.01284], [0.37885, 0.71474, 0.93686], [-0.92386, 1.26151, 0.50034], [-1.96560, 1.74621, 0.31200], [-1.05400, -1.19884, -1.36263], [-1.47514, 0.51031, -0.72238], [0.12703, 0.10796, -1.76581], [-0.07433, -1.40416, 0.88375], [1.75334, -1.79426, -0.58123], [1.19738, 1.32713, 0.53952], [0.42302, 0.72477, 2.03100]]}



No. 3
{"formula": "C4H7NO", "method": "wB97M-V/def2-TZVPD", "e_homo_ev": -9.507, "e_above_lowest_kj_mol": 390.6, "orbital_gap_ev": 10.31, "symbols": ["C", "C", "N", "C", "C", "O", "H", "H", "H", "H", "H", "H", "H"], "xyz": [[1.84475, -0.34525, 0.11535], [0.62285, 0.16174, 0.72479], [0.05348, 1.28420, 0.55753], [-1.32545, 0.93398, 0.13973], [-1.09247, -0.53870, -0.22953], [-0.22973, -0.97560, 0.74861], [2.61191, 0.38996, -0.12644], [1.08317, -0.55134, -0.97874], [2.24374, -1.24913, 0.60627], [-2.07060, 1.15730, 0.91761], [-1.59926, 1.48642, -0.76189], [-0.23981, -0.51141, -1.27962], [-1.90258, -1.24217, -0.43366]]}